{
  "formula": "C15H18CoN7O3",
  "method": "wB97M-V/def2-TZVPD",
  "species": ["Co", "N", "C", "C", "O", "N", "C", "C", "O", "O", "H", "H", "H", "H", "H", "H", "C", "C", "N", "C", "C", "N", "C", "N", "N", "N", "C", "C", "C", "C", "C", "C", "H", "H", "H", "H", "H", "H", "H", "H", "H", "H", "H", "H"],
  "coordinates": [[-0.355, -2.759, -0.358], [-1.432, -3.028, 1.145], [-0.384, -3.384, 2.070], [0.805, -3.947, 1.289], [1.326, -5.017, 1.614], [1.181, -3.076, 0.348], [1.833, -3.660, -0.830], [1.301, -2.967, -2.101], [2.052, -3.059, -3.127], [0.171, -2.402, -2.006], [-1.993, -2.167, 1.337], [-2.144, -3.765, 0.944], [-0.745, -4.136, 2.779], [-0.050, -2.512, 2.643], [1.646, -4.733, -0.962], [2.920, -3.520, -0.783], [-0.193, -0.183, 1.654], [-1.028, -0.094, 0.428], [-1.198, -1.065, -0.448], [-2.045, -0.576, -1.404], [-2.400, 0.718, -1.116], [-1.731, 1.025, 0.041], [-1.824, 2.291, 0.744], [-0.557, 2.977, 0.864], [-0.086, 3.283, 2.091], [1.061, 3.930, 1.929], [1.298, 4.046, 0.586], [2.362, 4.645, -0.104], [2.348, 4.620, -1.504], [1.299, 4.014, -2.199], [0.228, 3.414, -1.525], [0.264, 3.448, -0.127], [0.066, -1.226, 1.861], [-0.726, 0.207, 2.526], [0.739, 0.375, 1.525], [-2.356, -1.184, -2.244], [-3.049, 1.417, -1.625], [-2.230, 2.091, 1.741], [-2.510, 2.953, 0.206], [3.174, 5.112, 0.441], [3.168, 5.075, -2.055], [1.317, 4.003, -3.287], [-0.575, 2.936, -2.076], [-0.950, -4.123, -0.930]],
  "spin_multiplicity": 4,
  "largest_force_ha_per_bohr": 0.10747,
  "total_charge": -1,
  "homo_lumo_gap_ev": [3.45, 5.49]
}



{
  "formula": "C12H15HgN5O2S4",
  "method": "wB97M-V/def2-TZVPD",
  "species": ["Hg", "C", "O", "C", "O", "N", "N", "H", "H", "H", "H", "H", "H", "S", "S", "S", "S", "N", "C", "C", "C", "C", "C", "N", "C", "C", "C", "C", "C", "N", "H", "H", "H", "H", "H", "H", "H", "H", "H"],
  "coordinates": [[-1.715, -1.688, -1.469], [4.407, -2.096, -1.724], [3.873, -0.799, -1.966], [2.728, -0.542, -1.273], [2.270, -1.295, -0.449], [2.268, 0.687, -1.634], [0.972, 1.049, -1.226], [5.358, -2.125, -2.249], [3.738, -2.865, -2.112], [4.555, -2.267, -0.659], [2.595, 1.018, -2.530], [0.330, 0.722, -1.949], [0.915, 2.058, -1.195], [0.887, -2.897, -3.079], [0.281, -2.334, -4.852], [0.420, -0.258, -4.909], [-1.111, 0.486, -3.799], [-1.656, 0.914, 2.519], [-2.515, 1.412, 1.539], [-3.047, 2.696, 1.735], [-3.899, 3.206, 0.781], [-4.201, 2.443, -0.342], [-3.642, 1.181, -0.425], [-2.829, 0.663, 0.497], [-0.678, -0.086, 2.461], [0.090, -0.287, 3.617], [1.124, -1.196, 3.566], [1.373, -1.877, 2.380], [0.528, -1.633, 1.314], [-0.491, -0.774, 1.351], [-1.572, 1.506, 3.325], [-2.789, 3.270, 2.618], [-4.325, 4.193, 0.909], [-4.853, 2.810, -1.122], [-3.852, 0.536, -1.273], [-0.131, 0.259, 4.528], [1.734, -1.373, 4.444], [2.191, -2.577, 2.287], [0.668, -2.143, 0.367]],
  "spin_multiplicity": 2,
  "largest_force_ha_per_bohr": 0.01608,
  "total_charge": -1,
  "homo_lumo_gap_ev": [6.22, 5.17]
}



{
  "formula": "C32H28BBrNO7S",
  "method": "wB97M-V/def2-TZVPD",
  "species": ["N", "B", "Br", "C", "C", "C", "C", "S", "O", "O", "O", "H", "H", "H", "H", "H", "H", "H", "H", "H", "H", "H", "H", "C", "C", "C", "C", "C", "C", "C", "O", "C", "C", "C", "C", "C", "C", "C", "O", "H", "H", "H", "H", "H", "H", "H", "H", "C", "C", "C", "C", "C", "C", "C", "O", "C", "C", "C", "C", "C", "C", "C", "O", "H", "H", "H", "H", "H", "H", "H", "H"],
  "coordinates": [[2.040, -4.342, 0.706], [1.741, -3.913, -0.726], [1.563, -5.611, -1.981], [2.942, -2.999, -1.350], [2.590, -2.384, -2.701], [3.735, -1.583, -3.354], [3.728, -0.150, -2.811], [5.322, 0.651, -2.718], [6.356, -0.168, -3.246], [5.467, 1.241, -1.416], [5.181, 1.841, -3.781], [1.184, -4.676, 1.137], [2.670, -5.137, 0.723], [0.674, -3.328, -0.800], [3.829, -3.631, -1.488], [3.170, -2.212, -0.622], [1.745, -1.700, -2.554], [2.265, -3.164, -3.390], [4.697, -2.055, -3.168], [3.589, -1.549, -4.436], [3.351, -0.129, -1.788], [3.109, 0.489, -3.438], [4.666, 2.549, -3.380], [-3.245, -7.475, 2.145], [-4.517, -7.480, 2.710], [-5.169, -6.287, 2.968], [-4.549, -5.080, 2.669], [-3.267, -5.078, 2.115], [-2.619, -6.277, 1.848], [-2.564, -3.799, 1.803], [-1.454, -3.795, 1.329], [-3.278, -2.523, 2.104], [-2.633, -1.321, 1.843], [-3.277, -0.125, 2.108], [-4.567, -0.125, 2.630], [-5.212, -1.321, 2.892], [-4.570, -2.525, 2.633], [-5.275, -3.805, 2.934], [-6.405, -3.807, 3.379], [-2.741, -8.409, 1.935], [-5.001, -8.419, 2.945], [-6.161, -6.277, 3.399], [-1.633, -6.255, 1.404], [-1.633, -1.341, 1.431], [-2.774, 0.812, 1.906], [-5.069, 0.813, 2.832], [-6.214, -1.335, 3.299], [-1.785, 8.151, -1.268], [-1.267, 7.882, -2.530], [-0.277, 6.928, -2.686], [0.204, 6.241, -1.579], [-0.309, 6.517, -0.311], [-1.307, 7.471, -0.161], [0.204, 5.810, 0.902], [-0.254, 6.049, 1.999], [1.292, 4.813, 0.713], [1.816, 4.160, 1.822], [2.822, 3.221, 1.662], [3.312, 2.923, 0.394], [2.789, 3.573, -0.708], [1.786, 4.519, -0.561], [1.263, 5.207, -1.772], [1.681, 4.943, -2.880], [-2.563, 8.893, -1.149], [-1.640, 8.417, -3.394], [0.131, 6.703, -3.662], [-1.699, 7.671, 0.827], [1.426, 4.393, 2.803], [3.227, 2.713, 2.527], [4.094, 2.189, 0.258], [3.158, 3.353, -1.699]],
  "largest_force_ha_per_bohr": 0.02805,
  "total_charge": -1,
  "homo_lumo_gap_ev": 4.87
}



{
  "formula": "C3H10N3",
  "method": "wB97M-V/def2-TZVPD",
  "species": ["C", "C", "N", "C", "N", "N", "H", "H", "H", "H", "H", "H", "H", "H", "H", "H"],
  "coordinates": [[0.369, 0.979, -2.246], [-0.431, 0.677, -0.985], [0.448, 0.002, -0.045], [0.061, -0.572, 1.164], [1.026, -1.256, 1.886], [-1.261, -0.529, 1.622], [1.079, 1.794, -2.106], [-0.308, 1.415, -2.992], [0.716, 0.053, -2.698], [-0.851, 1.558, -0.500], [-1.238, -0.001, -1.290], [1.367, -0.276, -0.354], [0.938, -2.259, 1.856], [1.279, -0.903, 2.790], [-1.284, -0.864, 2.561], [-1.910, 0.183, 1.337]],
  "spin_multiplicity": 2,
  "largest_force_ha_per_bohr": 0.03442,
  "total_charge": 0,
  "homo_lumo_gap_ev": [5.31, 9.74]
}



| no. | calculated total energy (eV) |
| --- | --- |
| 1 | -70044.3006 |
| 2 | -71750.5714 |
| 3 | -131019.6487 |
| 4 | -7741.4638 |